Run a
128
Properties=species:S:1:pos:R:3 method="wB97M-V/def2-TZVPD" e_homo_ev=-1.43 total_charge=-2 lumo_ev=3.57
Cs -0.13788 0.86210 0.48168
Sb -1.43964 -2.22430 -0.70397
Si 3.46225 3.04159 1.34390
Si 4.14214 0.05862 0.23982
O -0.15416 -1.25267 1.64231
O -1.14681 3.08461 1.10481
N -2.34743 2.12462 -1.96125
N 0.31398 2.86630 -1.49199
N -2.84437 0.50681 0.46369
N 3.22121 1.27872 -2.34268
N -0.53942 1.16604 3.02750
N -0.39968 0.17433 -2.51436
N 0.03126 0.05707 3.55833
C 1.70136 -4.49481 -2.86510
C -4.10277 -5.40593 1.06373
C 0.94401 -3.52753 -2.21559
C -0.27155 -3.84615 -1.61499
C -1.85359 3.38762 -2.49446
C 4.22178 -0.54662 2.04208
C -0.32515 3.49251 -2.63225
C -1.80315 -4.03075 1.75300
C 3.59425 1.81576 -0.02311
C -5.13830 -2.18804 -3.20211
C 0.04119 -6.13837 -2.32808
C -3.44826 -5.71431 2.24773
C -3.34331 4.96877 4.06946
C 2.99546 3.94859 -3.05086
C 2.27457 -4.12885 3.51214
C -2.29528 -5.02224 2.59039
C 0.25704 -1.00197 2.82309
C -3.37607 -2.83501 -4.69155
C -2.60279 1.11955 -2.97299
C 3.15450 -1.31493 -0.61501
C 2.74237 2.95283 -4.00512
C -3.45310 2.35523 -1.03742
C 2.02126 -2.94190 5.58132
C 5.94480 -0.11544 -0.40113
C 2.49300 -4.04480 4.87852
C 1.06618 -2.03859 3.55534
C -2.43957 -3.71831 0.55231
C -1.31902 0.55291 -3.58366
C 1.25139 -5.80474 -2.92268
C 5.00128 4.18696 1.54726
C 1.96039 4.21877 1.22421
C 3.30892 3.60339 -1.76399
C -4.71434 -2.53488 -4.47737
C 3.36899 2.22509 -1.35634
C -2.40311 4.93615 1.85424
C 2.91492 1.64633 -3.57489
C -2.88171 -2.47276 -2.34378
C -1.78159 3.66677 2.05066
C 1.31381 -1.94779 4.92612
C -0.71186 -5.16642 -1.68385
C -3.15146 5.56610 2.82420
C -2.47451 -2.79673 -3.63600
C -4.22707 -2.15473 -2.15535
C 1.56770 -3.13214 2.85578
C -3.94589 1.14843 -0.24032
C -2.74584 3.74372 4.30806
C -3.59781 -4.42045 0.22332
C -1.96080 3.08868 3.35802
C 3.24447 2.31780 3.08451
C -1.37587 1.81378 3.73812
H 5.91908 3.59835 1.46507
H 5.04811 4.96078 0.77523
H 2.96918 -1.03157 -1.64878
H -0.91294 -3.48120 2.03388
H 1.41078 -3.18115 1.78497
H 0.51648 -0.03228 -2.90613
H -2.27314 5.39794 0.88004
H 5.97667 0.16709 -1.45703
H 4.14820 1.82725 3.44966
H -3.09228 3.07770 -0.30349
H 3.55097 4.37620 -1.04606
H 2.43299 1.58636 3.10820
H 2.64484 -4.22448 -3.32526
H -0.89259 1.27966 -4.29051
H 6.61320 0.56276 0.13630
H -0.24742 1.01084 -1.93681
H -3.18864 -0.10292 1.20034
H -2.31352 3.60661 -3.47459
H 3.03472 -4.82873 5.39591
H -0.05971 3.23570 -0.61812
H -4.32972 2.79445 -1.55458
H -2.15665 4.17852 -1.80519
H -0.09570 4.56437 -2.75010
H 3.67903 -2.27570 -0.60416
H -3.03534 -3.09304 -5.68809
H -5.00561 -5.94018 0.78746
H -3.12471 0.28773 -2.50181
H 1.83889 4.66277 0.23455
H 1.31915 3.01556 -1.49853
H 3.24440 -0.47135 2.52431
H -1.59015 -0.33511 -4.16171
H -4.11186 -4.21408 -0.70694
H -2.87972 3.26634 5.27502
H 2.96928 4.99433 -3.34400
H 1.83713 -6.56378 -3.42847
H -1.65513 -5.44656 -1.23222
H 4.51461 -1.59928 2.06697
H 6.34248 -1.13099 -0.30976
H -4.43692 0.41397 -0.88596
H 1.04440 3.66465 1.45015
H 4.93723 0.00969 2.65132
H 0.03450 3.00364 -3.54083
H -1.69928 1.41396 4.71046
H -0.31812 -7.16099 -2.36808
H -4.72008 1.54085 0.43682
H -4.56872 -1.87209 -1.16368
H -3.24122 1.50981 -3.78997
H -3.83513 -6.49125 2.89731
H 5.00613 4.68736 2.52022
H 2.99465 3.11830 3.78519
H 2.19561 -1.41831 -0.11167
H -1.77499 -5.25543 3.51240
H -3.95447 5.44613 4.82615
H -2.31572 1.23815 0.94228
H -1.43066 -3.02456 -3.82310
H 2.47273 3.19522 -5.02458
H 0.94738 -1.07964 5.45331
H 2.81170 0.83034 -4.29298
H 1.31014 -2.50885 -2.16611
H -5.42055 -2.56733 -5.29882
H -6.17913 -1.93677 -3.02989
H -3.60458 6.53018 2.61381
H 2.04237 5.03571 1.94655
H 2.65533 -4.97587 2.95323
H 2.20074 -2.86024 6.64747

---

Run b
128
Properties=species:S:1:pos:R:3 method="wB97M-V/def2-TZVPD" e_homo_ev=-1.54 total_charge=-2 lumo_ev=3.61
Cs 0.43122 -0.64657 -1.23206
Sb -3.12989 -0.33405 0.56222
Si 1.34225 3.29532 1.99601
Si 4.37094 2.87114 2.79627
O -1.76703 0.74509 -1.56926
O 1.11931 -3.00616 -2.49256
N 3.93925 -0.85321 -1.38440
N 2.39107 2.22194 -0.71431
N 0.01576 -3.26565 0.38369
N -0.66486 -2.92344 -3.99022
N 0.30369 -0.83551 2.58551
N -1.11068 -1.73644 -3.39385
N 2.67698 -2.33612 1.19453
C -3.95530 2.67248 0.49266
C 2.68227 2.16281 -2.00748
C 3.76628 3.02836 4.58294
C -1.91696 1.29033 -2.72153
C 0.42418 -6.63984 -5.53945
C 1.74307 -0.68355 2.79680
C -6.41628 -1.13908 3.54177
C 4.05972 -1.98873 0.87646
C -5.52947 -3.25331 2.85083
C -4.58412 -1.20360 1.95497
C 5.55406 1.38097 2.87005
C -6.85445 0.09661 -1.78861
C -1.10055 -0.72989 -4.17559
C -3.71955 4.24575 2.29752
C 4.99206 2.40739 -1.63363
C 0.67296 2.69416 3.67276
C 2.43010 -2.02324 2.60678
C -0.07309 2.93558 0.81566
C -4.61488 -2.59408 2.04204
C 3.37541 2.47534 0.20390
C 4.45379 -1.95895 -0.59869
C 1.56403 -7.27240 -5.05528
C -6.43598 -2.52421 3.60638
C 3.94742 2.28028 -2.54988
C 0.78161 -4.79134 -4.03184
C 3.03408 2.70943 1.57021
C -5.49970 -0.49001 2.72485
C 0.38997 -3.45827 -3.43668
C -4.28296 -0.83575 -2.24398
C 2.31123 -6.66065 -4.06005
C 0.03648 -5.41073 -5.03200
C -3.21387 3.23580 3.10325
C -4.61459 -0.33140 -0.99101
C 5.48860 4.40391 2.62143
C -1.75232 1.36352 -5.16239
C 2.39107 -3.71852 0.84766
C -3.07549 1.95118 2.59836
C 4.72479 2.47841 -0.29184
C 1.92126 -5.42758 -3.55487
C -1.59371 0.64707 -3.96719
C 0.94836 -4.15574 1.06255
C -5.22551 -0.86595 -3.26296
C -6.50950 -0.39254 -3.04030
C -4.08558 3.96208 0.99024
C 1.33456 5.18794 2.19265
C -2.40121 2.62721 -2.81819
C -2.56041 3.28124 -4.01346
C -2.23716 2.65216 -5.21817
C -5.91336 0.11590 -0.76893
C -3.45452 1.65158 1.29277
H -2.60936 3.12801 -1.88062
H -4.22671 2.46468 -0.53459
H 1.79826 -2.79098 3.05661
H 3.16454 3.92550 4.73495
H 3.20300 -7.14314 -3.67702
H 2.60709 -3.84567 -0.21394
H -7.24146 -0.40409 -3.83971
H -4.94229 -1.24612 -4.23671
H -7.15013 -3.03232 4.24370
H 3.38111 -2.03586 3.16094
H 2.48910 -4.92650 -2.78324
H -5.50090 0.59435 2.69160
H -2.65753 1.17759 3.23513
H -5.53243 -4.33625 2.89452
H 0.11289 3.32718 -0.18129
H -3.81013 5.25426 2.68225
H 4.64266 3.09952 5.23330
H 5.54681 2.59062 0.39610
H -2.92816 4.30245 -4.01618
H 0.12603 -1.41048 1.76286
H 4.17511 -2.88665 -1.10155
H 0.69607 -4.17040 2.12700
H 4.11420 2.20192 -3.61488
H 1.16722 3.16133 4.52493
H 0.88879 -5.19669 0.70981
H 4.89094 5.30546 2.76858
H -3.91084 -3.18231 1.46091
H 2.04833 5.50696 2.95561
H -2.34871 3.16191 -6.16611
H 6.02230 2.43930 -1.97759
H 3.05068 -4.41646 1.40332
H -4.46102 4.75036 0.34779
H -0.91744 -3.65954 0.38893
H -0.71302 -0.90125 -5.18971
H -7.85788 0.46401 -1.60441
H 2.20999 0.06377 2.14090
H 1.83037 1.99476 -2.66852
H 6.11555 1.38916 3.80857
H -2.90643 3.45170 4.11889
H 1.86583 -8.23445 -5.45346
H 4.74593 -2.68002 1.41037
H -0.38446 2.96783 3.71382
H -6.19904 0.48984 0.20838
H 4.98560 0.45077 2.83015
H -3.27820 -1.18775 -2.43735
H -0.84718 -4.90398 -5.39437
H 1.62257 5.66368 1.25325
H 6.28154 4.39661 3.37632
H -0.25032 1.86731 0.69701
H -7.11828 -0.55932 4.13051
H -1.48202 0.86000 -6.08587
H 0.34513 5.55713 2.47447
H 1.91013 -0.34656 3.82598
H 5.55002 -1.91979 -0.62021
H 3.17592 2.16923 4.90033
H 6.27604 1.35976 2.05390
H 5.95427 4.48200 1.64024
H -0.16549 -7.11131 -6.31737
H 3.99300 0.02238 -0.87281
H -0.99056 3.38245 1.21183
H 0.74070 1.61535 3.80280
H 4.24315 -0.98982 1.28122
H -0.12920 0.06822 2.42357
H 2.96864 -1.01294 -1.61496
H 0.29484 -3.16123 -0.59197

---

Most stable to least stable, the ends of the list are run b and run a.

---

Run a
25
Properties=species:S:1:pos:R:3 method="wB97M-V/def2-TZVPD" e_homo_ev="-8.52 / -8.50" multiplicity=2 lumo_ev="1.13 / -0.71"
N -1.59103 -0.87095 0.27473
N 0.61058 0.37582 -0.72771
C 3.50068 -0.61033 0.41097
C -2.74401 -0.35563 0.99074
C 2.11976 -0.44892 1.03755
C -3.89937 -0.20202 0.00414
C -0.35766 -0.99155 1.02443
C 0.93150 -0.71365 0.12675
H -2.47975 0.64331 1.36733
H 2.04274 -0.98689 1.98155
H -3.55465 -0.02026 -1.01111
H -0.31093 -0.29883 1.88530
H -1.36534 -0.22086 -0.46828
H 3.60735 0.08054 -0.43241
H -4.69818 0.47203 0.32102
H -3.02884 -0.99365 1.83149
H 1.76679 5.30609 -5.44824
H -0.26587 -1.98611 1.48532
H 2.08283 5.71010 -4.91433
H 3.63923 -1.58549 -0.07001
H -4.45185 -1.15025 -0.09256
H 1.11805 0.34695 -1.61279
H 2.02177 0.62123 1.28534
H 1.06778 -1.65165 -0.44142
H 4.23841 -0.46902 1.19221

---

Run b
25
Properties=species:S:1:pos:R:3 method="wB97M-V/def2-TZVPD" e_homo_ev="-2.73 / -9.25" multiplicity=2 lumo_ev="0.87 / 0.72"
N -1.35293 -1.09785 -0.82774
N 0.70740 0.32021 0.17857
C -2.25446 -0.86482 0.23598
C 2.19814 0.28717 -0.16081
C -1.01358 0.03704 -1.75724
C -1.78938 -1.53427 1.57673
C 3.02697 1.42385 0.60758
C -0.04906 0.98199 -0.93013
H -1.88482 0.47619 -2.17491
H 2.66981 2.34353 0.27463
H 4.09220 1.47607 0.55510
H -2.06469 0.34169 0.61293
H -0.44390 -0.23915 -2.68991
H 2.36781 0.50772 -1.19595
H -2.28418 -0.85050 2.38816
H -0.77300 -2.03620 1.63514
H 2.55207 -0.77021 0.08494
H 0.57876 0.75617 1.07702
H 0.37987 -0.75517 0.34143
H 0.62709 1.49716 -1.76658
H -1.47724 -2.00381 -1.34961
H -2.39816 -2.32296 1.81418
H 2.82988 1.19296 1.65439
H -0.83452 1.63879 -0.36338
H -3.41008 -0.80559 0.17948

---

Most stable to least stable, the ends of the list are run a and run b.

---

Run a
13
Properties=species:S:1:pos:R:3 method="wB97M-V/def2-TZVPD" e_homo_ev=-4.56 total_charge=-1 lumo_ev=3.92
P -0.21185 -1.02645 1.15899
O -0.37437 1.68056 -0.06844
O 0.56695 -1.38445 2.35233
O -1.37742 -0.17135 1.47860
N 0.06690 -1.67984 -0.25670
C -0.71757 -1.15319 -1.27624
C 0.13680 1.39344 0.93987
C 0.70772 1.57262 2.09218
H 0.20379 0.91134 2.83514
H -1.22576 -2.10695 -1.59546
H -1.63517 -0.66020 -0.93111
H 1.71525 1.94029 2.20385
H -0.30001 -0.64164 -2.12521

---

Run b
13
Properties=species:S:1:pos:R:3 method="wB97M-V/def2-TZVPD" e_homo_ev=-4.21 total_charge=-1 lumo_ev=3.35
P -3.08404 0.09327 0.25565
O 3.89540 0.28712 0.69739
O 2.01176 1.62786 0.98042
O -4.47441 -0.36199 0.57164
N -2.26947 -0.85031 -0.71502
C 0.53921 0.00569 -0.64466
C 2.74597 0.61713 0.75763
C 1.32065 0.28563 0.61720
H 1.23614 -0.39613 -1.47709
H 1.05042 -0.02249 1.64319
H -2.78238 -1.72846 -1.06752
H -0.39191 -0.47430 -0.41156
H 0.20264 0.91699 -1.20729

---

Most stable to least stable, the ends of the list are run a and run b.

---

Run a
41
Properties=species:S:1:pos:R:3 method="wB97M-V/def2-TZVPD" e_homo_ev=-7.73 lumo_ev=0.67 smiles="CN1c2ccccc2C(C)(C)[C@]12C=Cc1cc(O)ccc1O2"
O -0.59343 -0.18520 0.78103
O -5.59173 2.10206 1.06999
N 1.70941 0.05969 0.86856
C 2.03397 -2.44585 -1.66898
C -1.80106 0.42804 0.83143
C 1.47672 0.74859 -2.23261
C -1.96904 1.78960 0.55421
C 2.18824 -1.12900 0.34431
C 0.74018 -0.20524 -1.28601
C 1.66064 -1.34752 -0.93278
C 1.76286 0.33407 2.28297
C 0.52026 0.44999 0.13100
C -4.33181 1.58491 0.98922
C -2.89956 -0.33562 1.21137
C 2.94445 -3.34247 -1.11913
C -0.57312 -0.65322 -1.92035
C -4.15337 0.23572 1.28701
C 3.09580 -2.01689 0.89473
C -3.23739 2.35593 0.63308
C 3.46587 -3.12374 0.14333
C -0.77835 2.55731 0.25699
C 0.39016 1.94230 0.09146
H -5.01258 -0.34918 1.57241
H -0.37809 -1.08117 -2.90053
H 2.80344 0.32326 2.60634
H -2.75355 -1.37900 1.44103
H 3.24382 -4.21415 -1.68149
H 4.17109 -3.82925 0.55860
H 1.30812 2.48083 -0.07801
H -1.06117 -1.40504 -1.30571
H 1.71105 0.22421 -3.15627
H 0.86036 1.61335 -2.46975
H 2.40964 1.08410 -1.78615
H -1.24632 0.19432 -2.04008
H -5.57271 3.04010 0.84713
H 1.19545 -0.39514 2.87225
H 3.50543 -1.86294 1.88090
H 1.62611 -2.61745 -2.65419
H -0.86118 3.63359 0.20829
H 1.34965 1.32675 2.46030
H -3.35829 3.40935 0.41414

---

Run b
41
Properties=species:S:1:pos:R:3 method="wB97M-V/def2-TZVPD" e_homo_ev=-8.72 lumo_ev=0.81 smiles="Cc1ccc(C[C@H]2CC(=O)N(c3ccc(C)cc3)C2=O)cc1"
O -2.85669 -0.56387 1.10562
O 1.51017 -0.03367 2.28619
N -0.66286 -0.00937 1.53018
C 0.45502 1.56777 0.06137
C -0.62335 -1.71090 -1.09246
C 0.25820 -1.10635 -1.96828
C -0.63208 1.24227 0.86115
C -1.32372 -2.18313 2.09252
C 0.42994 -0.54895 2.19124
C 0.47460 2.78024 -0.60047
C -1.66026 3.33361 0.31549
C 2.07694 -2.24244 -0.92398
C -1.12123 -3.15112 0.90248
C -1.69170 2.12844 0.99198
C -0.16476 -2.57725 -0.10694
C 1.62293 -1.35261 -1.88892
C -0.02215 -1.85492 2.80980
C 2.58428 -0.69163 -2.82871
C -0.54078 4.99848 -1.19423
C -1.76754 -0.84478 1.52801
C 1.19623 -2.84713 -0.04655
C -0.58010 3.67816 -0.48708
H -0.74742 -4.10217 1.28705
H 1.32331 3.03058 -1.22038
H 2.13106 0.17823 -3.29785
H -2.09349 -3.32162 0.43623
H -1.67984 -1.49783 -1.16865
H -0.18014 -1.68434 3.87715
H -2.48956 4.01857 0.41660
H 0.01654 4.92414 -2.12510
H -1.54545 5.35409 -1.40976
H 3.48469 -0.38138 -2.30207
H -0.11983 -0.42518 -2.71702
H -0.04759 5.74083 -0.56580
H 1.27651 0.87713 -0.03711
H 0.74969 -2.61463 2.70421
H 1.57690 -3.54127 0.68970
H 3.13339 -2.45781 -0.85270
H -2.53787 1.87182 1.60878
H 2.87990 -1.38827 -3.61384
H -2.09188 -2.59175 2.75214

---

Most stable to least stable, the ends of the list are run b and run a.